(1)
49
Properties=species:S:1:pos:R:3:forces:R:3:mulliken_spin:R:1 method="wB97M-V/def2-TZVPD" total_charge=+3 homo_lumo_gap_ha="0.30013 / 0.15862" homo_ha="-0.6785 / -0.6772" spin_multiplicity=5 e_lumo_ev="-10.3 / -14.1" s_squared=6.03
H 0.430 0.097 2.504 0.0 0.0 0.0 -0.030
C -1.127 2.929 1.375 0.0 0.0 -0.1 0.017
C 0.024 3.124 -3.820 -0.1 0.0 0.0 0.027
H -2.777 -2.677 0.146 0.0 0.0 0.0 -0.008
C -0.876 3.742 2.463 0.0 0.0 0.0 0.012
C -1.332 1.355 -2.722 -0.1 0.1 -0.3 0.237
H -3.280 -0.149 -0.911 0.0 0.0 0.0 0.001
H -1.725 -3.911 -0.026 0.0 0.0 0.0 -0.006
C -2.920 0.424 -0.056 0.0 -0.1 0.0 0.026
H -3.340 1.432 -0.092 0.0 0.0 0.0 0.015
H 0.367 -4.592 1.178 0.0 0.0 0.0 0.002
N -1.916 -2.955 -0.325 0.0 -0.1 -0.1 0.223
H -2.092 -2.979 -1.327 0.0 0.0 0.0 -0.003
C 2.836 -1.529 -0.309 0.0 0.0 0.1 -0.004
O 1.697 -2.371 0.066 0.1 -0.2 -0.4 0.163
H 2.745 -3.859 1.031 0.0 0.0 0.0 0.007
H 3.275 0.478 -0.830 0.0 0.0 0.0 0.006
H 0.020 3.888 4.407 0.0 0.0 0.0 0.000
C -0.163 3.249 3.553 0.0 0.0 0.0 0.001
H -3.243 -0.050 0.873 0.0 0.0 0.0 0.001
C -1.000 2.181 -3.876 0.0 -0.1 0.2 0.262
H 0.282 -4.628 -0.629 0.0 0.0 0.0 -0.001
H 1.747 -0.111 -1.494 0.0 0.0 0.0 0.000
H 1.894 0.331 0.247 0.0 0.0 0.0 -0.025
H 2.696 -4.003 -0.740 0.0 0.1 -0.1 0.001
H -1.707 3.323 0.546 0.0 0.0 0.0 -0.003
H 1.297 -5.748 0.243 0.0 0.0 0.0 0.001
C -0.650 1.604 1.373 0.0 0.1 0.1 0.022
H 3.527 -1.559 0.534 0.0 0.0 0.0 0.003
Pd -0.263 -1.757 0.427 0.1 0.0 -0.1 1.668
H -1.586 2.063 -4.780 0.0 0.0 0.0 -0.003
C 2.394 -0.127 -0.613 -0.1 0.0 0.0 0.046
H 1.464 4.039 -2.524 0.0 0.0 0.0 0.001
C 0.366 2.466 -1.486 0.0 0.1 -0.2 0.153
H -2.123 0.626 -2.849 0.0 0.0 0.0 0.014
C 0.063 1.114 2.470 0.1 0.0 0.0 0.003
C 0.926 -4.723 0.249 -0.1 0.1 0.0 0.004
H 3.308 -1.996 -1.172 0.0 0.0 0.0 0.009
C -0.546 -2.288 2.332 -0.1 0.1 0.3 0.204
H 0.851 1.562 4.409 0.0 0.0 0.0 0.000
C 2.105 -3.798 0.151 0.1 0.0 0.2 -0.002
H 0.947 2.597 -0.579 0.0 0.0 0.0 0.020
N -0.807 -2.636 3.406 0.0 0.1 -0.1 0.180
P -1.121 0.594 -0.007 0.0 0.2 0.0 0.419
C 0.307 1.942 3.555 0.0 0.0 0.0 0.013
H -1.246 4.759 2.471 0.0 0.0 0.0 0.002
C -0.673 1.511 -1.524 0.2 0.0 0.1 0.125
C 0.691 3.286 -2.633 0.0 -0.1 0.3 0.190
H 0.257 3.732 -4.685 0.0 0.0 0.0 0.007

***

(2)
15
Properties=species:S:1:pos:R:3:forces:R:3:lowdin_charge:R:1 method="wB97M-V/def2-TZVPD" homo_lumo_gap_ha=0.36475 homo_ha=-0.3331 e_lumo_ev=0.9 e_above_lowest_ev=2.0647 smiles="C=COCC(=C)O"
H -2.654 1.291 1.128 0.0 0.0 -0.1 0.056
C -1.967 1.143 0.305 0.0 0.0 -0.1 0.043
H -0.041 -2.047 -0.496 0.0 0.1 0.0 0.130
C 0.266 -1.066 -0.889 0.1 -0.2 0.0 -0.148
H 1.353 1.430 -0.879 0.0 -0.1 0.1 0.072
C 1.162 -0.397 0.127 0.0 0.3 -0.3 -0.401
H 2.199 1.332 0.772 0.0 -0.1 0.0 0.063
C -1.684 -0.072 -0.135 -0.2 0.1 0.2 -0.247
H -1.520 2.006 -0.176 -0.1 -0.1 0.1 0.066
H 2.012 -0.775 1.781 0.0 -0.1 0.1 0.109
H 0.801 -1.210 -1.826 0.0 -0.1 0.0 0.134
O 1.405 -1.225 1.181 0.2 0.1 0.1 0.044
O -0.864 -0.276 -1.213 -0.1 0.2 0.0 -0.105
C 1.613 0.848 -0.002 -0.1 -0.1 0.0 0.061
H -2.080 -0.982 0.323 0.1 0.1 -0.1 0.123

***

(3)
21
Properties=species:S:1:pos:R:3:forces:R:3:lowdin_charge:R:1 method="wB97M-V/def2-TZVPD" homo_lumo_gap_ha=0.18299 homo_ha=-0.2664 e_lumo_ev=-2.3 e_above_lowest_ev=8.0533
H 3.935 -0.055 0.892 -1.0 1.3 -0.5 0.092
H 3.571 0.291 -0.890 -0.1 0.1 0.9 0.093
O -2.445 -1.755 -0.644 1.4 1.0 0.3 -0.429
C -0.504 -0.700 0.861 0.9 0.7 2.2 0.004
N 0.051 0.110 -1.480 2.5 -1.4 1.7 0.149
H -1.110 -1.510 0.354 0.0 0.4 -0.7 0.054
H -0.515 1.295 1.547 0.3 0.9 0.8 0.105
H 3.053 -1.151 -0.021 -0.4 1.5 -0.2 0.106
H 0.863 0.256 -2.070 -0.2 -0.1 -0.5 0.086
H 0.118 -1.029 1.748 -1.1 0.6 -0.9 0.123
H -2.750 0.105 0.428 -0.7 0.5 -1.4 0.047
C 3.139 -0.007 0.101 0.7 -3.3 -1.4 -0.095
H -0.423 -0.785 -1.687 -0.1 0.4 0.2 0.091
C 1.806 0.591 0.405 -0.4 -1.1 -1.5 -0.011
H -2.742 1.848 0.798 0.7 -0.5 -1.0 0.079
C 0.526 0.205 -0.073 -2.2 1.5 -2.0 -0.313
H -3.070 -2.358 -1.004 -0.7 -0.9 -0.3 -0.122
C -2.285 1.060 0.125 1.1 0.2 0.9 -0.060
C -0.872 0.728 0.731 0.2 -2.0 -0.3 -0.200
H -2.307 1.333 -0.985 -0.1 -0.7 1.8 0.098
H 1.961 1.527 0.865 -0.8 0.7 1.9 0.103

***

(4)
64
Properties=species:S:1:pos:R:3:forces:R:3:lowdin_charge:R:1 method="wB97M-V/def2-TZVPD" total_charge=-1 homo_lumo_gap_ha=0.23741 homo_ha=-0.1646 e_lumo_ev=2.0 e_above_lowest_ev=0.1507
H -1.664 5.462 -2.241 0.0 0.0 0.0 0.111
H 4.423 1.513 1.647 0.0 0.0 0.0 0.083
H 3.859 2.998 -5.048 0.0 0.0 0.0 0.089
C 4.532 0.405 -0.215 0.0 0.0 0.0 -0.536
C 4.274 0.874 -5.254 0.0 0.0 0.0 -0.563
H 6.212 0.083 -4.634 0.0 0.0 0.0 0.076
H 5.230 2.628 -6.110 0.0 0.0 0.0 0.080
H 6.024 0.252 -6.383 0.0 0.0 0.0 0.080
H 0.810 4.917 1.990 0.0 0.0 0.0 0.115
Ca -0.220 -0.958 0.449 -0.1 -0.1 0.1 1.256
C 4.680 -0.962 0.469 0.0 0.0 0.0 -0.042
C 5.506 -0.018 -5.459 0.0 0.0 0.0 -0.051
H 3.899 0.999 -7.373 0.0 0.0 0.0 0.081
C -1.729 -2.317 2.582 0.0 0.1 0.1 -0.339
H 3.748 2.377 0.256 0.0 0.0 0.0 0.089
C -1.117 5.346 -1.312 0.0 0.0 0.0 -0.051
C 5.942 0.940 -0.479 0.0 0.0 0.0 -0.079
O -0.915 -0.098 2.432 0.0 0.1 0.0 -0.330
C -2.091 3.023 -1.112 0.0 0.0 0.0 -0.444
H 1.663 -0.061 -4.792 0.0 0.0 0.0 0.088
C 2.266 0.040 -3.901 -0.1 0.0 0.0 -0.095
C -2.474 -3.143 3.542 0.0 0.0 0.0 -0.298
H 5.280 0.939 -2.765 0.0 0.0 0.0 0.089
C -1.570 -1.009 3.084 0.0 -0.1 -0.1 -0.347
C -1.230 4.152 -0.601 0.0 0.0 0.0 -0.288
H -3.088 3.376 -1.374 0.0 0.0 0.0 0.047
C 4.720 2.341 -5.186 0.0 0.0 0.0 -0.051
H 5.224 -1.652 -0.180 0.0 0.0 0.0 0.088
H 5.245 -0.853 1.399 0.0 0.0 0.0 0.082
H 2.474 1.344 -6.390 0.0 0.0 0.0 0.085
O 1.787 -0.547 -0.331 -0.1 0.0 0.1 -0.343
H 6.520 0.269 -1.119 0.0 0.0 0.0 0.083
H 3.710 -1.395 0.699 0.0 0.0 0.0 0.072
H 6.470 1.025 0.473 0.0 0.0 0.0 0.082
H 0.997 7.027 0.723 0.0 0.0 0.0 0.097
O -1.263 -2.679 1.440 0.1 -0.1 -0.1 -0.206
H 5.407 2.513 -4.356 0.0 0.0 0.0 0.075
H 0.298 2.135 1.307 0.0 0.0 0.0 0.051
Te -2.222 1.594 0.488 0.0 0.0 0.0 1.339
O -3.448 -2.505 5.685 0.0 0.0 0.0 0.113
Br -0.104 -0.903 -2.666 -0.1 0.0 0.0 0.769
C -2.254 -0.844 4.360 -0.1 0.0 0.0 -0.309
C 3.572 0.489 -3.953 0.0 0.0 0.0 -0.188
C -0.322 6.377 -0.845 0.0 0.0 0.0 -0.097
C 3.837 1.397 0.731 0.0 0.0 0.0 -0.042
H -0.861 2.853 2.413 0.0 0.0 0.0 0.068
C 0.375 6.224 0.348 0.0 0.0 0.0 -0.094
H -0.247 7.300 -1.406 0.0 0.0 0.0 0.096
C 2.369 -0.213 -1.443 0.1 0.0 0.1 -0.427
H -1.649 2.556 -1.992 0.0 0.0 0.0 0.049
C 0.270 5.042 1.058 0.0 0.0 0.0 -0.042
C -0.626 2.709 1.362 0.0 0.0 0.0 -0.408
O -2.754 -4.322 3.467 0.0 0.0 0.0 0.085
C 4.259 0.584 -2.736 0.0 0.0 0.0 0.009
C -2.831 -2.211 4.692 0.1 0.0 0.1 -0.265
H 5.213 -1.068 -5.521 0.0 0.0 0.0 0.089
H 2.843 1.048 1.000 0.0 0.0 0.0 0.064
C 1.707 -0.290 -2.676 0.1 0.0 -0.2 -0.549
H 3.034 -0.324 -6.589 0.0 0.0 0.0 0.085
C 3.360 0.711 -6.468 0.0 0.0 0.0 -0.075
C 3.719 0.260 -1.505 0.0 0.0 0.0 -0.085
O -2.379 0.168 5.026 0.1 0.0 0.0 0.073
C -0.530 3.999 0.594 0.0 0.0 0.0 -0.277
H 5.923 1.930 -0.939 0.0 0.0 0.0 0.083

***

(5)
8
Properties=species:S:1:pos:R:3:forces:R:3:lowdin_charge:R:1 method="wB97M-V/def2-TZVPD" total_charge=-2 homo_lumo_gap_ha=0.24357 homo_ha=0.0094 e_lumo_ev=6.9 e_above_lowest_ev=0.2719 smiles="O=COP(=O)([O-])[O-]"
P 1.289 -0.361 0.041 0.7 0.6 -0.8 0.033
O -0.308 0.677 -0.372 3.5 0.7 -0.5 -0.082
O 2.267 0.651 0.561 -0.5 0.5 1.2 -0.457
O 1.607 -0.729 -1.352 0.0 -0.8 -2.0 -0.445
O -2.438 1.097 -0.341 -2.8 2.3 -1.1 -0.072
O 0.731 -1.445 0.887 -0.6 -0.4 1.3 -0.435
C -1.462 0.469 -0.019 -0.6 -1.2 0.7 -0.633
H -1.686 -0.360 0.596 0.4 -1.7 1.3 0.090